--- P ---
ORCA calculation (ωB97M-V/def2-TZVPD) on a molecular structure, C30H42Cl4KN3O6SSeSi2.

```
90
Properties=species:S:1:pos:R:3:mulliken_charge:R:1
K 0.65 0.61 -0.78 0.537
O -1.19 -1.34 -4.33 -0.754
Cl -0.96 -0.19 -3.49 1.739
O -1.68 0.95 -3.99 -0.689
O 0.45 0.11 -3.42 -0.626
O -1.40 -0.48 -2.13 -0.640
C -0.12 -0.56 2.40 -0.347
Si 0.88 -2.14 2.56 -0.736
C 1.26 -2.85 0.85 -1.010
N 1.89 -1.94 -0.10 0.820
C 3.25 -1.53 0.34 0.069
C 4.25 -1.54 -0.81 -1.058
C 4.34 -2.94 -1.42 -0.642
C 2.94 -3.50 -1.76 -0.815
C 1.87 -2.45 -1.47 -0.639
C 2.40 -1.96 3.64 0.285
C 2.83 -0.71 4.10 0.036
C 3.97 -0.58 4.89 -0.675
C 4.70 -1.71 5.23 -0.408
C 4.29 -2.96 4.79 -0.662
C 3.15 -3.08 4.00 -0.067
C -0.15 -3.49 3.41 0.431
C -0.76 -4.55 2.73 -0.251
C -1.53 -5.49 3.40 -0.706
C -1.72 -5.40 4.77 -0.425
C -1.13 -4.35 5.47 -0.694
C -0.35 -3.41 4.79 -0.210
H -0.63 -0.36 3.35 0.649
H -0.97 -0.81 1.72 -0.354
H 0.28 -3.12 0.43 0.505
H 1.83 -3.80 0.96 0.243
H 3.61 -2.23 1.10 0.037
H 3.19 -0.55 0.81 0.044
H 5.22 -1.21 -0.42 0.424
H 3.97 -0.79 -1.55 0.252
H 4.84 -3.60 -0.70 0.303
H 4.98 -2.92 -2.31 0.364
H 2.73 -4.39 -1.17 0.254
H 2.88 -3.79 -2.81 0.441
H 0.87 -2.85 -1.66 0.533
H 1.99 -1.61 -2.16 0.268
H 2.26 0.17 3.82 0.273
H 4.28 0.40 5.22 0.420
H 5.60 -1.61 5.83 0.350
H 4.86 -3.85 5.05 0.376
H 2.84 -4.06 3.67 0.338
H -0.63 -4.65 1.66 0.274
H -1.99 -6.31 2.85 0.389
H -2.32 -6.13 5.29 0.351
H -1.27 -4.26 6.54 0.384
H 0.11 -2.61 5.35 0.380
C -5.99 0.74 -1.64 -1.342
C -4.50 0.58 -1.89 -0.397
C -3.63 1.44 -0.97 -0.608
S -3.33 0.61 0.61 0.623
O -4.66 0.46 1.29 -0.787
C -2.45 1.97 1.41 0.247
C -3.35 3.06 1.98 -0.374
C -3.82 2.75 3.39 -1.295
H -6.57 0.11 -2.32 0.413
H -6.30 1.78 -1.81 0.315
H -6.25 0.48 -0.61 0.291
H -4.25 0.84 -2.92 0.365
H -4.20 -0.47 -1.78 0.272
H -4.10 2.41 -0.77 0.494
H -2.65 1.59 -1.41 0.223
H -1.75 2.35 0.66 0.013
H -1.82 1.53 2.19 -0.077
H -4.21 3.21 1.33 0.206
H -2.78 3.99 1.98 0.392
H -4.39 1.82 3.40 0.279
H -4.45 3.55 3.79 0.445
H -2.96 2.63 4.06 0.261
Se 3.69 2.12 -1.27 -0.398
C 3.73 2.90 -2.99 0.060
C 4.69 3.87 -3.33 -0.429
C 4.70 4.43 -4.59 -0.271
N 3.83 4.13 -5.57 -0.687
C 2.92 3.21 -5.24 -0.345
C 2.82 2.59 -4.01 -0.239
H 5.42 4.17 -2.60 0.319
H 5.45 5.18 -4.84 0.309
H 2.20 2.96 -6.02 0.364
H 2.04 1.85 -3.85 0.508
O 0.44 1.61 3.07 -0.433
N 0.63 0.59 1.91 0.087
Cl 3.33 2.64 2.59 -0.237
Si 1.31 2.89 2.66 0.675
Cl 0.97 4.31 4.12 -0.382
Cl 0.70 3.76 0.90 -0.220
```

Molar mass (g mol⁻¹): 888.79
Charge: -2
Kohn-Sham gap (eV): 5.712
HOMO energy (Eh): -0.066
E_LUMO (eV): 3.9

--- Q ---
ORCA calculation (ωB97M-V/def2-TZVPD) on a molecular structure, C30H42Cl4KN3O6SSeSi2.

```
90
Properties=species:S:1:pos:R:3:mulliken_charge:R:1
K 0.02 -1.04 0.56 0.840
O 4.05 0.33 1.28 -0.726
Cl 3.12 -0.68 0.87 1.711
O 3.80 -1.88 0.49 -0.655
O 2.35 -0.19 -0.27 -0.616
O 2.17 -0.96 1.93 -0.682
C -2.51 1.50 2.45 -0.908
Si -2.75 2.96 1.27 -0.636
C -1.09 3.53 0.56 -0.791
N -0.22 2.52 0.01 0.730
C -0.74 1.85 -1.19 -0.011
C 0.28 1.83 -2.33 0.095
C 0.77 3.26 -2.56 -0.768
C 1.48 3.81 -1.31 -0.819
C 1.18 2.92 -0.10 -0.367
C -4.03 2.49 -0.02 0.765
C -4.25 1.17 -0.40 -0.212
C -5.14 0.85 -1.43 -0.589
C -5.83 1.86 -2.07 -0.558
C -5.65 3.18 -1.69 -0.673
C -4.76 3.49 -0.68 -0.179
C -3.45 4.41 2.24 0.465
C -2.70 5.55 2.55 -0.256
C -3.24 6.60 3.28 -0.700
C -4.55 6.53 3.72 -0.386
C -5.32 5.41 3.43 -0.724
C -4.77 4.37 2.70 -0.155
H -3.43 1.05 2.83 0.255
H -1.89 1.77 3.32 0.676
H -0.57 4.00 1.41 0.594
H -1.31 4.36 -0.15 0.263
H -1.63 2.38 -1.55 -0.105
H -1.09 0.83 -0.97 -0.470
H -0.21 1.43 -3.22 0.317
H 1.11 1.17 -2.10 -0.217
H -0.11 3.88 -2.79 0.326
H 1.42 3.31 -3.44 0.352
H 1.19 4.84 -1.13 0.283
H 2.56 3.82 -1.46 0.494
H 1.46 3.42 0.83 0.585
H 1.79 2.02 -0.15 -0.180
H -3.72 0.35 0.07 0.279
H -5.25 -0.19 -1.72 0.317
H -6.52 1.61 -2.87 0.368
H -6.19 3.97 -2.19 0.377
H -4.62 4.53 -0.40 0.370
H -1.67 5.63 2.22 0.259
H -2.63 7.47 3.50 0.389
H -4.97 7.35 4.29 0.358
H -6.34 5.35 3.78 0.379
H -5.39 3.51 2.48 0.388
C 1.78 -0.26 -6.89 -1.337
C 0.92 -0.15 -5.64 -0.006
C 1.09 -1.31 -4.66 0.180
S 2.56 -1.10 -3.62 0.706
O 3.75 -1.22 -4.52 -0.780
C 2.37 -2.68 -2.71 0.212
C 3.35 -3.75 -3.19 -0.513
C 4.74 -3.58 -2.61 -1.063
H 1.64 0.61 -7.54 0.420
H 1.52 -1.15 -7.46 0.312
H 2.83 -0.33 -6.62 0.276
H -0.14 -0.11 -5.91 0.381
H 1.12 0.79 -5.12 -0.118
H 1.17 -2.27 -5.18 0.566
H 0.24 -1.37 -3.98 -0.660
H 1.34 -3.00 -2.84 -0.072
H 2.54 -2.47 -1.65 -0.064
H 3.39 -3.74 -4.29 0.236
H 2.93 -4.72 -2.91 0.444
H 5.21 -2.67 -2.99 0.269
H 5.37 -4.43 -2.87 0.391
H 4.70 -3.50 -1.52 0.215
Se -1.12 -1.19 5.53 -0.524
C -0.29 -2.58 4.56 -0.222
C -0.90 -3.20 3.45 -0.277
C -0.26 -4.22 2.77 -0.387
N 0.94 -4.71 3.09 -0.685
C 1.52 -4.13 4.15 -0.285
C 0.97 -3.10 4.89 -0.195
H -1.88 -2.88 3.13 0.514
H -0.74 -4.68 1.92 0.435
H 2.50 -4.50 4.42 0.313
H 1.52 -2.68 5.72 0.339
O -2.05 -0.68 2.11 -0.362
N -1.70 0.43 1.84 0.258
Cl -4.05 -2.78 -1.47 -0.431
Si -1.97 -2.38 -2.00 0.441
Cl -1.69 -3.95 -3.44 -0.383
Cl -2.38 -0.74 -3.43 -0.395
```

Molar mass (g mol⁻¹): 888.79
Charge: -2
Kohn-Sham gap (eV): 5.268
HOMO energy (Eh): -0.063
E_LUMO (eV): 3.6

Among the structures shown above, P is the most stable, with the second-best lying 0.0664 hartree higher.